Record 1
The following is a DFT calculation (wB97M-V/def2-TZVPD) of a cluster of 2 separate species, C4H4S in total in a non-equilibrium geometry.

Properties
Energy relative to the best compared isomer or geometry (same formula, charge and spin) ... 384.47 kJ/mol
LUMO level ... 0.00 eV

Cartesian coordinates (Å):
1 C -0.50 -0.25 -1.34
2 C 0.14 -0.64 -0.40
3 C -1.47 2.57 0.32
4 C 0.76 -1.21 0.80
5 S -0.70 3.43 -0.69
6 H -0.98 0.19 -2.23
7 H 0.61 -0.57 1.68
8 H 1.83 -1.33 0.68
9 H 0.31 -2.19 1.18

Record 2
The following is a DFT calculation (wB97M-V/def2-TZVPD) of a structure of composition C19H20F6N3O9S3Y.

Properties
Energy relative to the best compared isomer or geometry (same formula, charge and spin) ... 67.83 kJ/mol
LUMO level ... -0.08 eV

Cartesian coordinates (Å):
1 Y 0.60 0.16 0.28
2 O 1.17 0.30 2.69
3 C 1.26 -0.85 3.54
4 C 2.62 -1.53 3.47
5 C 3.06 -1.88 2.04
6 C 3.81 -0.78 1.35
7 C 5.18 -0.65 1.54
8 C 5.88 0.38 0.95
9 C 5.19 1.28 0.16
10 C 3.83 1.09 0.00
11 N 3.15 0.10 0.57
12 H 1.56 1.08 3.09
13 H 0.48 -1.53 3.19
14 H 1.02 -0.56 4.57
15 H 2.54 -2.45 4.05
16 H 3.38 -0.92 3.95
17 H 2.20 -2.19 1.43
18 H 3.72 -2.75 2.08
19 H 5.69 -1.38 2.16
20 H 6.95 0.48 1.10
21 H 5.68 2.11 -0.34
22 H 3.27 1.78 -0.62
23 F -1.07 2.17 -3.31
24 C 0.00 1.63 -3.86
25 F -0.27 0.39 -4.25
26 F 0.36 2.35 -4.91
27 S 1.43 1.58 -2.66
28 O 1.26 0.32 -1.93
29 O 2.61 1.68 -3.45
30 N 1.27 2.84 -1.77
31 S 0.53 3.38 -0.52
32 O -0.73 3.98 -0.74
33 O 0.65 2.45 0.62
34 C 1.69 4.73 -0.06
35 F 1.23 5.32 1.04
36 F 1.76 5.62 -1.04
37 F 2.92 4.25 0.19
38 C -6.33 -2.90 -2.49
39 C -5.33 -1.99 -1.84
40 C -5.73 -1.02 -0.93
41 C -4.80 -0.19 -0.31
42 C -3.46 -0.34 -0.62
43 C -3.04 -1.29 -1.54
44 C -3.97 -2.11 -2.14
45 S -2.27 0.68 0.20
46 O -2.92 1.85 0.70
47 O -1.23 0.95 -0.85
48 N -1.48 -0.16 1.26
49 C -1.79 -1.57 1.48
50 C -0.84 -2.53 0.74
51 O -1.07 -3.72 0.70
52 O 0.21 -1.94 0.22
53 H -7.35 -2.55 -2.34
54 H -6.26 -3.91 -2.07
55 H -6.15 -2.98 -3.57
56 H -6.78 -0.90 -0.70
57 H -5.11 0.56 0.39
58 H -1.98 -1.39 -1.78
59 H -3.65 -2.85 -2.85
60 H -2.82 -1.82 1.20
61 H -1.72 -1.81 2.54

no.,gap between HOMO and LUMO (Ha)
1,0.3636
2,0.3222